89
Properties=species:S:1:pos:R:3 method="wB97M-V/def2-TZVPD" multiplicity=1 relative_energy_kcal_mol=27.13 largest_force_ev_per_a=3.2 charge=0
C -0.47079 4.83840 6.34365
C 0.98020 4.72056 6.89340
N 1.92693 5.12077 6.07337
O 1.22373 4.37635 7.99773
H -0.65063 3.85219 5.91572
H -0.53570 5.70842 5.69023
H -1.19165 4.97978 7.14892
H 1.66364 5.31194 5.11722
H 2.89832 5.12532 6.34993
C 1.15132 5.61000 -1.58258
C 1.78978 6.13978 -0.25353
C 3.12873 5.58380 0.13744
C 4.11472 5.52497 -1.06502
C 5.39479 4.81506 -0.56114
C 6.11745 4.19796 -1.80555
H 1.36846 4.55656 -1.75929
H 1.59719 6.15667 -2.41352
H 0.08563 5.81702 -1.68024
H 1.78891 7.22778 -0.31949
H 1.09132 5.95683 0.56303
H 3.02578 4.59303 0.58001
H 3.43910 6.24921 0.94305
H 3.66009 4.87092 -1.80908
H 4.22545 6.52742 -1.47845
H 6.02734 5.55339 -0.06836
H 5.08870 4.00197 0.09711
H 7.08233 3.73776 -1.59266
H 5.40853 3.57321 -2.34889
H 6.42892 4.94896 -2.53155
O 1.61733 -0.22621 -6.09269
C 1.83928 1.12435 -5.77877
C 0.64088 2.04092 -6.25619
O 0.65295 2.06791 -7.64753
H 2.13387 -0.77524 -5.49825
H 1.98233 1.35612 -4.72335
H 2.72982 1.51142 -6.27395
H 0.84893 3.06902 -5.95984
H -0.37740 1.80114 -5.95005
H 0.32297 1.22015 -7.95414
O -4.77606 -2.72624 5.37639
C -5.50923 -1.68509 4.87968
C -7.03409 -2.05723 4.71492
O -7.48915 -2.47784 6.00127
H -4.94513 -2.77844 6.31994
H -5.32924 -0.75815 5.42418
H -5.05516 -1.52221 3.90224
H -7.12858 -2.89247 4.02098
H -7.59199 -1.18370 4.37760
H -8.44085 -2.57592 5.92216
O -0.55968 -1.19842 1.49372
C -1.08977 -0.10656 0.68823
C -1.55414 -0.52260 -0.72574
O -2.79238 -1.21360 -0.66979
H -1.29353 -1.77188 1.72655
H -1.91587 0.42161 1.16436
H -0.29233 0.63654 0.68553
H -0.82187 -1.17308 -1.20403
H -1.77028 0.36768 -1.31632
H -2.78851 -1.82976 -1.40595
O 4.31600 -5.22380 3.43475
C 4.08636 -4.30386 4.46118
C 4.65178 -2.91717 4.16167
O 4.08641 -2.44807 2.97172
H 4.59129 -6.11263 3.67100
H 3.00383 -4.27884 4.58606
H 4.41712 -4.72402 5.41100
H 5.72507 -2.90371 3.97198
H 4.43805 -2.24128 4.98967
H 3.13146 -2.35101 2.98690
O -4.74463 -3.06107 -5.81679
C -5.28072 -1.91626 -6.44145
C -6.80411 -2.14028 -6.51177
O -7.07189 -2.96906 -7.69540
H -4.87039 -3.83871 -6.36549
H -5.20750 -1.10432 -5.71793
H -4.80226 -1.62369 -7.37610
H -7.35629 -1.22746 -6.73527
H -7.23792 -2.60577 -5.62676
H -7.85334 -3.44082 -7.39814
O -0.21282 -6.74242 0.93613
C 0.22963 -7.88051 0.08628
C 1.01754 -7.43765 -1.19483
O 2.39458 -7.07773 -0.97767
H -0.83925 -7.02435 1.60673
H 0.91461 -8.56039 0.59288
H -0.64159 -8.45695 -0.22483
H 0.45400 -6.53016 -1.41156
H 0.95768 -8.23435 -1.93630
H 2.43520 -6.44159 -0.25984

***

92
Properties=species:S:1:pos:R:3 method="wB97M-V/def2-TZVPD" multiplicity=1 relative_energy_kcal_mol=546.30 largest_force_ev_per_a=13.3 charge=+2
Be 33.13688 34.61838 32.44404
Be 36.95777 34.27017 32.71324
C 35.10747 33.57769 31.51649
O 34.03973 32.92590 31.55435
O 36.17061 33.08990 31.25730
O 35.15489 34.66052 32.08074
C 39.20587 36.10995 29.62804
C 38.71836 35.74653 31.05077
C 37.63233 36.75881 31.46388
O 36.88515 36.19032 32.53535
C 35.74517 36.91846 32.88521
N 38.02096 34.44135 30.77980
H 38.40113 35.83483 28.94626
H 40.15158 35.66239 29.32238
H 39.27949 37.19702 29.65900
H 39.65892 35.70243 31.59986
H 36.95576 36.95417 30.63190
H 38.15037 37.61833 31.88925
H 35.16318 36.39162 33.64142
H 35.19116 37.06603 31.95817
H 35.92672 37.94210 33.21275
H 37.25641 34.66344 30.15832
H 38.67097 33.86077 30.26941
C 37.71439 30.42434 34.20745
C 37.90932 31.87645 33.81777
C 38.70369 32.03361 32.44034
O 38.92828 33.43466 32.19721
C 40.16396 33.65044 31.55811
N 36.57451 32.49677 33.81747
H 37.06479 29.76974 33.62640
H 37.25456 30.49507 35.19318
H 38.70379 29.97922 34.31254
H 38.41416 32.48135 34.57099
H 38.36792 31.43537 31.59330
H 39.64745 31.51220 32.60017
H 40.08117 34.62134 31.06966
H 40.36782 32.92247 30.77287
H 41.00247 33.60321 32.25294
H 35.96809 31.99413 33.18524
H 36.14360 32.39223 34.72493
C 33.61439 37.03555 29.14093
C 33.60761 36.37981 30.57661
C 33.52363 37.27500 31.81948
O 33.48404 36.49223 32.98446
C 33.42627 37.53129 33.96717
N 32.51461 35.36573 30.54084
H 32.85470 37.80306 28.99293
H 33.52217 36.46706 28.21551
H 34.60290 37.47730 29.01515
H 34.56677 35.86242 30.59679
H 32.69483 37.98124 31.77026
H 34.46882 37.81583 31.77246
H 32.48287 38.07475 34.01966
H 34.25470 38.22265 33.81281
H 33.66067 36.85080 34.78576
H 32.55062 34.68857 29.79233
H 31.79704 35.95729 30.14683
C 35.95748 35.30186 27.46473
C 35.36017 34.87003 28.77364
C 34.12112 33.97409 28.59610
O 32.93612 34.73870 28.15231
C 31.94487 33.84235 27.49981
N 36.41441 34.10211 29.50385
H 36.23743 34.47775 26.80855
H 36.87562 35.88580 27.52907
H 35.23801 35.90604 26.91208
H 35.01022 35.74545 29.32070
H 33.79780 33.51189 29.52879
H 34.27352 33.15016 27.89894
H 32.47686 33.32409 26.70200
H 31.21003 34.54889 27.11394
H 31.45090 33.10015 28.12690
H 36.16324 34.08557 30.48198
H 36.42079 33.19091 29.06822
C 35.51642 30.34510 32.07377
O 34.99016 31.39636 32.93877
H 36.56965 30.55918 31.89223
H 35.42651 29.31430 32.41651
H 35.00979 30.24696 31.11367
H 34.79809 32.18068 32.41958
C 33.24634 31.21187 29.71095
O 32.57883 32.12549 30.52945
H 33.57816 31.60257 28.74899
H 34.12327 30.81501 30.22240
H 32.58760 30.38351 29.45022
H 33.27023 32.58792 31.00875
C 36.18604 31.20511 29.22465
O 37.08670 31.82353 30.11589
H 36.82097 31.00258 28.36213
H 35.68467 30.29282 29.54787
H 35.43823 31.91722 28.87566
H 36.65497 32.41428 30.73737

***

107
Properties=species:S:1:pos:R:3 method="wB97M-V/def2-TZVPD" multiplicity=1 relative_energy_kcal_mol=0.00 largest_force_ev_per_a=2.1 charge=-1
P -0.75479 -26.57885 -12.78342
F 0.20558 -27.82834 -13.24826
F -1.99064 -27.37276 -13.44290
F -0.99179 -27.28427 -11.36143
F -1.68589 -25.35406 -12.33061
F 0.59161 -25.85738 -12.20631
F -0.50352 -25.80531 -14.18422
O 1.61717 -32.75304 -14.95417
S 0.31498 -32.17221 -15.09109
O -0.53315 -32.59936 -16.14413
O -0.43164 -32.29099 -13.69588
C -0.01849 -33.31797 -12.77275
C -0.55791 -34.68182 -13.10235
C 0.50334 -30.42098 -15.16977
H -0.43220 -32.97444 -11.82470
H 1.06801 -33.31755 -12.69478
H -0.61674 -35.26219 -12.18288
H 0.01441 -35.17360 -13.88651
H -1.58603 -34.58802 -13.46249
H 1.14950 -30.31704 -16.04223
H 1.05825 -30.11630 -14.28955
H -0.44877 -29.91422 -15.25617
O 0.74060 -20.65934 -9.90680
S 0.37004 -21.51262 -8.84071
O 0.00843 -20.98826 -7.56611
O -0.81918 -22.39284 -9.41144
C -1.67526 -23.10656 -8.48924
C -2.66670 -23.90125 -9.30226
C 1.56247 -22.78657 -8.63338
H -2.16735 -22.37152 -7.85548
H -1.07016 -23.75791 -7.85308
H -2.21144 -24.66031 -9.93410
H -3.22961 -23.21240 -9.93955
H -3.42234 -24.33444 -8.64541
H 2.37133 -22.36803 -8.03658
H 1.85177 -23.06785 -9.63949
H 1.13875 -23.61856 -8.07910
O 3.95917 -25.81180 -18.75683
S 2.93682 -24.91703 -19.17225
O 2.99142 -24.24290 -20.41282
O 1.55621 -25.71131 -19.20901
C 1.14487 -26.38288 -18.00104
C -0.13205 -25.81628 -17.45764
C 2.69226 -23.71299 -17.90392
H 1.89506 -26.25148 -17.21445
H 1.11155 -27.45730 -18.16923
H -0.03996 -24.77282 -17.16253
H -0.45783 -26.41286 -16.60273
H -0.95373 -25.88891 -18.17673
H 2.18982 -24.14226 -17.03963
H 2.01954 -22.98663 -18.35241
H 3.66504 -23.37690 -17.56092
O 1.24061 -20.93940 -12.95669
S 2.06713 -21.63923 -13.89056
O 2.40600 -21.05132 -15.13956
O 3.43060 -21.99949 -13.19053
C 3.34883 -22.48815 -11.83223
C 4.65465 -23.16619 -11.51054
C 1.31988 -23.22039 -14.14696
H 2.51312 -23.18389 -11.72067
H 3.15525 -21.62053 -11.20212
H 4.88676 -24.00801 -12.15398
H 4.71720 -23.51378 -10.47551
H 5.45180 -22.41804 -11.54632
H 0.86267 -23.56012 -13.21937
H 2.11518 -23.89892 -14.44869
H 0.50033 -23.17517 -14.85905
C -1.83699 -21.29395 -12.13172
S -3.29663 -21.42933 -13.14977
O -3.50126 -20.13472 -13.85726
C -2.47439 -22.41022 -14.41934
H -1.20561 -22.17315 -12.05248
H -1.99179 -20.73951 -11.20693
H -1.19253 -20.54997 -12.62329
H -1.50519 -21.94482 -14.59233
H -3.11813 -22.47626 -15.29081
H -2.26809 -23.43560 -14.08653
C 3.38211 -29.00650 -13.66306
S 4.78361 -28.03895 -13.08232
O 5.46315 -27.64602 -14.32259
C 3.73112 -26.69956 -12.50332
H 2.88311 -29.58206 -12.87857
H 3.71854 -29.73742 -14.39834
H 2.64315 -28.33899 -14.10318
H 3.82441 -25.86980 -13.20936
H 4.01129 -26.29105 -11.52775
H 2.66537 -26.89580 -12.37790
C -3.13754 -29.80902 -15.51632
S -4.76061 -29.29111 -16.12363
O -5.80844 -29.61277 -15.12452
C -4.39950 -27.53121 -15.95775
H -2.40811 -29.11354 -15.92331
H -2.96394 -30.81735 -15.89190
H -3.15004 -29.82364 -14.42748
H -3.62995 -27.29353 -15.22536
H -5.30093 -26.92873 -15.86281
H -4.01312 -27.21554 -16.93789
C -5.37529 -25.12852 -12.74673
S -6.27633 -26.16125 -11.58549
O -7.67546 -26.33068 -12.03062
C -5.39447 -27.62101 -12.13411
H -5.82779 -24.13447 -12.76367
H -5.40482 -25.41224 -13.80109
H -4.33792 -25.14804 -12.40858
H -5.71953 -28.63450 -11.88482
H -4.37605 -27.66082 -11.72167
H -5.28536 -27.64916 -13.21811

***

113
Properties=species:S:1:pos:R:3 method="wB97M-V/def2-TZVPD" multiplicity=1 largest_force_ev_per_a=7.4 energy_ha=-3048.50103 charge=-1
Li -4.59485 -5.85474 1.85729
Li -7.72547 -1.60362 1.66613
Li -2.99632 -6.83581 -3.08284
C -0.88671 0.25214 1.17480
C 0.31241 0.69187 0.61490
C 1.16185 -0.17591 -0.22677
O 2.17977 0.29649 -0.90934
C 0.79509 -1.43484 -0.53915
C -0.36231 -1.99377 0.08129
C -1.35435 -1.11775 0.96957
O -2.49249 -1.58378 1.24593
O -0.65753 -3.20913 -0.08704
O 0.62553 1.87844 1.02219
H -1.46784 0.90367 1.81057
H 1.29386 -1.97039 -1.33339
O -5.07684 -8.45299 -0.85031
H -4.76961 -9.34217 -1.11393
O -8.68340 -5.22590 2.28828
H -9.57234 -4.88153 2.07445
O 5.47956 -5.08039 1.95836
H 5.74978 -4.54498 2.70437
H 4.56233 -4.84710 1.81523
O 7.33097 -3.43877 -2.89346
H 7.27654 -4.01417 -2.13045
H 6.70655 -2.73691 -2.70979
C -0.09056 7.79502 -3.23604
O -0.16575 8.60974 -4.17067
N -0.28440 6.51756 -3.37323
N 0.44305 8.06267 -2.09057
H -0.42911 6.09663 -4.27987
H 0.05224 6.05468 -2.54106
H 0.59557 9.04306 -1.90173
H 0.49303 7.40628 -1.32457
C -6.61790 1.35402 -3.32485
O -7.27537 0.92810 -2.41251
N -6.86341 1.44458 -4.61918
N -5.52010 1.99753 -3.16675
H -6.24693 2.00587 -5.18927
H -7.68538 0.97602 -4.97263
H -5.22773 1.96320 -2.20060
H -5.04427 2.48408 -3.91304
C 2.89695 1.92263 -7.87224
O 2.48329 2.12569 -9.00143
N 2.27651 1.16218 -7.05629
N 3.95910 2.45247 -7.34859
H 1.41094 0.78949 -7.41960
H 2.70074 0.92597 -6.17066
H 4.41136 3.24191 -7.78717
H 4.00526 2.38056 -6.34221
C 0.57890 3.49123 8.39936
O 0.16309 4.62484 8.28388
N 0.36639 2.63224 7.47646
N 1.10232 2.97824 9.45817
H 0.16342 3.08205 6.59523
H 0.81127 1.72627 7.43870
H 1.36851 2.03540 9.70375
H 1.48162 3.70021 10.05399
C -3.81459 -1.40085 9.07561
O -4.13458 -0.75979 10.04255
N -3.97498 -0.85222 7.94603
N -3.32023 -2.61357 8.99660
H -3.58216 -1.29129 7.12566
H -4.01099 0.15698 7.92845
H -2.90609 -3.02474 8.17226
H -3.15761 -3.08686 9.87390
C -0.63828 -8.19703 5.71976
O -1.63540 -7.71966 5.20802
N -0.54035 -8.66379 6.90259
N 0.52400 -8.28786 5.09450
H -1.36317 -8.82261 7.46637
H 0.29684 -8.98442 7.36779
H 1.33133 -8.35388 5.69779
H 0.45815 -7.82072 4.20145
C 7.84827 -0.26322 3.44475
O 8.27440 -1.26028 4.04401
N 6.62043 0.14421 3.41069
N 8.58093 0.36018 2.61709
H 6.36657 0.83268 2.71667
H 6.08396 -0.09067 4.23357
H 8.33314 1.21051 2.13167
H 9.55479 0.11396 2.51187
C 8.25869 5.84885 -2.12095
O 8.90662 6.83075 -1.88163
N 8.64914 4.64480 -2.34747
N 6.97197 5.93707 -2.04119
H 7.96136 3.98675 -2.68515
H 9.60106 4.55806 -2.67369
H 6.44813 5.07354 -2.04444
H 6.46586 6.76180 -1.75177
C 3.63013 -6.52450 -10.10211
C 4.25773 -7.40722 -9.06854
C 3.58371 -7.21722 -7.73676
O 4.13379 -8.80890 -9.49439
H 3.99241 -6.76721 -11.10108
H 3.94705 -5.49377 -9.94325
H 2.55873 -6.64329 -10.26369
H 5.32021 -7.16905 -9.11868
H 3.81201 -7.98581 -6.99834
H 2.50794 -7.12492 -7.88607
H 3.94440 -6.30139 -7.26852
H 4.34690 -9.28331 -8.68748
C -8.29986 6.46162 1.36158
C -9.39955 6.84582 2.36269
C -10.31878 7.97412 1.81835
O -10.24722 5.70693 2.40583
H -7.59772 7.28568 1.23495
H -8.70003 6.26926 0.36611
H -7.60485 5.65641 1.59973
H -8.93730 7.05425 3.32757
H -9.63778 8.74775 1.46363
H -11.10822 8.30343 2.49394
H -10.77367 7.75504 0.85233
H -11.01385 6.01109 2.89714